Entry 1:
A 5-piece molecular cluster, C18H28Cl8F2NO7S overall at a distorted geometry. Source: the Open Molecules 2025 dataset; level of theory: ωB97M-V/def2-TZVPD.

Structure (ORCA input):
```
! wB97M-V def2-TZVPD RIJCOSX def2/J DEFGRID3
* xyz 1 1
C -3.232 -2.691 -1.510
C -1.592 -2.829 -1.366
C -0.960 -1.367 -1.817
F -0.006 -1.539 -2.976
C -0.177 -0.762 -0.503
C 1.211 -1.617 -0.122
O 1.663 -2.819 -0.857
C 2.129 -1.131 1.143
O 3.393 -1.813 1.552
C 1.559 0.208 1.969
C 2.497 0.635 3.265
O 3.642 1.509 2.906
C 4.699 1.233 3.928
C 4.355 1.185 5.550
O 5.995 1.049 3.577
C 0.165 1.014 1.515
S -0.396 2.565 2.480
O 0.754 3.294 3.210
O -1.021 3.659 1.527
F -1.658 2.042 3.572
N -0.639 0.462 0.315
C -1.968 1.099 -0.144
C -1.812 2.075 -1.450
C -0.278 2.367 -1.938
O 0.505 3.256 -1.067
H -3.580 -2.729 -2.648
H -3.653 -1.668 -1.082
H -3.751 -3.552 -0.910
H -1.229 -3.646 -2.124
H -1.277 -3.025 -0.254
H -1.834 -0.715 -2.230
H 2.560 -3.134 -0.542
H 4.077 -1.760 0.802
H 2.969 -0.363 3.680
H 1.849 1.079 4.151
H 3.617 0.293 5.824
H 5.344 0.965 6.175
H 3.947 2.233 5.931
H -2.755 0.256 -0.454
H -2.514 1.674 0.749
H -2.434 1.587 -2.344
H -2.341 3.106 -1.234
H 0.376 1.419 -2.146
H -0.365 2.934 -2.985
H 0.872 3.989 -1.676
C -6.011 0.681 -0.464
Cl -4.626 1.293 0.448
Cl -5.538 0.211 -2.101
H -6.419 -0.192 0.053
H -6.772 1.463 -0.524
C -8.777 0.665 2.156
Cl -9.321 2.155 1.376
Cl -8.426 -0.588 0.960
H -7.870 0.874 2.729
H -9.563 0.308 2.826
C 3.185 -1.671 -4.085
Cl 4.073 -0.961 -2.731
Cl 3.161 -0.579 -5.474
H 3.669 -2.607 -4.376
H 2.157 -1.870 -3.770
C 7.613 -1.707 -3.289
Cl 8.928 -2.240 -2.234
Cl 7.119 -2.998 -4.391
H 6.758 -1.417 -2.674
H 7.953 -0.849 -3.875
*
```

Output
Frontier orbital gap (eV): 6.93
HOMO energy (eV): -12.6
LUMO (eV): -5.64

Löwdin atomic charge list, values in e, 8 entries: number 1, C, carries -0.124; number 2, C, carries -0.154; number 3, C, carries -0.162; number 4, F, carries -0.088; number 5, C, carries 0.087; number 6, C, carries 0.011; number 7, O, carries -0.015; number 8, C, carries -0.007



Entry 2:
A 2-piece molecular cluster, C18H28ClN3O4 overall at a distorted geometry. Source: the Open Molecules 2025 dataset; level of theory: ωB97M-V/def2-TZVPD.

Structure (ORCA input):
```
! wB97M-V def2-TZVPD RIJCOSX def2/J DEFGRID3
* xyz 0 1
N 1.070 0.658 3.240
C -0.139 0.885 2.567
O -1.071 0.138 2.733
C -0.126 2.040 1.601
C -1.105 3.162 1.960
O -2.043 2.720 2.955
C -3.320 3.011 2.665
O -3.736 4.107 2.471
C -4.159 1.791 2.570
C -4.946 1.390 3.650
C -5.673 0.233 3.549
N -5.612 -0.505 2.402
C -4.870 -0.106 1.340
Cl -4.888 -1.074 -0.059
C -4.129 1.048 1.398
H 1.299 1.421 3.867
H 1.008 -0.210 3.754
H 0.876 2.445 1.578
H -0.347 1.639 0.618
H -1.604 3.485 1.054
H -0.571 4.031 2.327
H -4.983 1.977 4.548
H -6.288 -0.103 4.362
H -6.133 -1.364 2.339
H -3.540 1.360 0.559
C 4.174 -0.162 -3.020
C 2.675 -0.504 -3.099
C 2.512 -1.977 -3.501
C 2.890 -2.996 -2.418
C 2.685 -2.455 -0.994
C 1.676 -1.307 -0.898
N 2.099 -0.223 -1.770
O 1.299 0.844 -1.702
C 1.710 -0.764 0.522
C 0.257 -1.816 -1.187
C 2.052 0.343 -4.198
H 4.305 0.888 -2.756
H 4.673 -0.336 -3.980
H 4.683 -0.763 -2.264
H 1.473 -2.145 -3.794
H 3.101 -2.167 -4.402
H 2.292 -3.899 -2.564
H 3.930 -3.306 -2.537
H 2.381 -3.269 -0.331
H 3.644 -2.102 -0.605
H 2.679 -0.328 0.765
H 1.505 -1.556 1.249
H 0.959 0.003 0.645
H -0.011 -2.600 -0.474
H 0.155 -2.232 -2.190
H -0.470 -1.008 -1.085
H 2.542 0.115 -5.147
H 2.173 1.407 -4.005
H 0.987 0.134 -4.306
*
```

Output
ΔE to the lowest compared entry with this formula, charge and spin (kcal/mol): 156.54
Frontier orbital gap (eV): 1.84
HOMO energy (eV): -3.8
LUMO (eV): -2.01

Löwdin atomic charge list, values in e, 8 entries: number 1, N, carries 0.139; number 2, C, carries -0.543; number 3, O, carries 0.076; number 4, C, carries -0.071; number 5, C, carries -0.126; number 6, O, carries 0.013; number 7, C, carries -0.480; number 8, O, carries 0.185



Entry 3:
C18H28F18K3N3O18S6 as an isolated structure at a distorted geometry. Source: the Open Molecules 2025 dataset; level of theory: ωB97M-V/def2-TZVPD.

Structure (ORCA input):
```
! wB97M-V def2-TZVPD RIJCOSX def2/J DEFGRID3
* xyz 0 1
K -1.062 0.606 2.694
K -3.461 -2.202 4.378
K -1.096 2.926 6.539
C -1.246 4.311 1.435
F -0.850 4.311 0.171
F -1.652 5.521 1.768
F -2.217 3.454 1.630
S 0.271 3.904 2.664
O 1.175 5.072 2.723
O -0.483 3.696 3.928
N 0.731 2.352 1.985
S 2.206 2.586 1.622
O 2.631 3.446 0.521
O 3.037 2.822 2.853
C 2.640 0.848 1.022
F 2.641 -0.025 2.104
F 1.680 0.335 0.245
F 3.840 0.704 0.471
C -5.733 0.572 5.134
F -4.974 -0.049 6.084
F -6.362 -0.470 4.452
F -6.620 1.360 5.813
S -4.421 1.563 4.008
O -5.210 2.680 3.396
O -3.329 2.054 4.840
N -3.795 0.305 3.026
S -4.508 0.422 1.659
O -6.009 0.491 1.756
O -3.821 1.393 0.729
C -4.130 -1.291 0.910
F -2.943 -1.315 0.386
F -4.247 -2.256 1.823
F -5.050 -1.534 0.000
C -1.499 -1.770 7.084
F -2.010 -2.935 6.769
F -2.580 -0.935 7.159
F -1.085 -1.823 8.325
S -0.186 -1.126 5.848
O -0.438 0.311 5.633
O 1.111 -1.440 6.377
N -0.740 -1.778 4.319
S 0.450 -2.810 4.048
O 1.725 -2.161 3.793
O 0.431 -4.012 4.877
C -0.089 -3.419 2.304
F 0.740 -4.295 1.882
F -1.352 -3.931 2.452
F -0.121 -2.423 1.492
C 6.690 -2.008 -6.422
O 6.473 -1.769 -5.002
C 7.592 -2.226 -4.226
C 7.419 -1.908 -2.720
O 6.174 -2.440 -2.170
C 5.902 -2.012 -0.787
C 4.662 -2.651 -0.202
O 3.526 -2.068 -0.852
C 2.390 -2.631 -0.225
H 7.584 -1.539 -6.833
H 5.893 -1.513 -6.977
H 6.882 -3.044 -6.698
H 8.526 -1.864 -4.656
H 7.602 -3.275 -4.522
H 7.384 -0.822 -2.636
H 8.270 -2.306 -2.167
H 5.951 -0.924 -0.737
H 6.761 -2.273 -0.169
H 4.688 -2.504 0.878
H 4.555 -3.711 -0.432
H 2.326 -3.703 -0.406
H 1.428 -2.190 -0.487
H 2.349 -2.389 0.837
C -4.126 4.731 -4.988
O -3.405 3.772 -5.797
C -4.133 2.609 -6.242
C -4.377 1.645 -5.097
O -3.112 1.044 -4.831
C -3.044 0.319 -3.616
C -1.644 -0.265 -3.295
O -0.731 0.783 -3.169
C 0.517 0.366 -2.630
H -3.631 5.672 -4.750
H -4.353 4.356 -3.990
H -5.047 5.079 -5.456
H -3.510 2.159 -7.015
H -5.043 2.970 -6.721
H -5.133 0.960 -5.481
H -4.813 2.161 -4.242
H -3.793 -0.473 -3.593
H -3.322 0.939 -2.764
H -1.249 -0.933 -4.060
H -1.733 -0.808 -2.354
H 1.229 1.160 -2.402
H 1.009 -0.316 -3.323
H 0.430 -0.200 -1.703
*
```

Output
Frontier orbital gap (eV): 8.18
HOMO energy (eV): -9.3
LUMO (eV): -1.15

Löwdin atomic charge list, values in e, 8 entries: number 1, K, carries 0.740; number 2, K, carries 0.865; number 3, K, carries 0.926; number 4, C, carries -0.654; number 5, F, carries 0.169; number 6, F, carries 0.161; number 7, F, carries 0.143; number 8, S, carries 0.750